No. 1
# C39H66Cl50F3N3S2

C39H66Cl50F3N3S2 as an isolated structure (ωB97M-V/def2-TZVPD, OMol25).

CARTESIAN COORDINATES (ANGSTROEM)
C -1.62102 -0.27201 0.85000
C -2.96461 0.42408 0.63036
S -2.80735 1.50109 -0.82124
C -4.47766 1.64652 -1.57221
C -5.57877 0.91989 -0.84844
C -6.50428 1.72794 -0.10976
C -7.55821 1.23282 0.58325
C -8.52710 2.11632 1.33648
N -9.94236 1.84219 1.08854
C -7.72622 -0.18222 0.56978
N -8.68067 -0.88058 1.18700
S -8.40325 -2.42926 0.86351
N -7.11167 -2.29935 -0.06665
C -6.80689 -0.99672 -0.17472
C -5.71819 -0.44284 -0.90962
C -4.73975 -1.22877 -1.75908
C -4.51329 -2.72237 -1.45786
C -5.42564 -3.61166 -2.25193
F -5.78425 -3.19221 -3.48713
C -5.94061 -4.74869 -1.81067
F -7.13561 -5.21036 -2.15190
F -5.32637 -5.56185 -0.95707
H -0.79220 0.43541 0.85547
H -1.64559 -0.74969 1.83133
H -1.42281 -1.01880 0.08248
H -3.18829 1.03875 1.50064
H -3.73384 -0.33332 0.51490
H -4.71733 2.70705 -1.58201
H -4.44731 1.28710 -2.60156
H -6.37198 2.80438 -0.09008
H -8.34647 3.14487 1.01375
H -8.32832 2.05301 2.40693
H -10.28127 1.13862 1.73051
H -10.07850 1.47874 0.15470
H -3.77846 -0.72165 -1.67191
H -5.01305 -1.15442 -2.81407
H -4.55679 -2.97195 -0.40111
H -3.48754 -2.94249 -1.78062
C 0.56370 2.91164 -1.27127
Cl 0.76828 2.63815 0.47111
Cl 0.80719 1.44477 -2.21629
H -0.44261 3.27368 -1.44860
H 1.29800 3.64529 -1.58229
C 3.28689 1.40649 -5.50350
Cl 1.60719 0.86206 -5.54273
Cl 3.45896 3.02365 -4.80167
H 3.85032 0.70570 -4.90023
H 3.67247 1.43518 -6.51533
C 4.31171 1.91385 0.17322
Cl 4.32913 2.72809 -1.39941
Cl 3.83503 0.21685 0.02379
H 5.30502 1.95480 0.59253
H 3.60270 2.41869 0.81724
C 5.85781 3.67464 3.50180
Cl 5.34645 4.67466 2.13928
Cl 5.60193 1.94875 3.18824
H 6.91463 3.83331 3.67171
H 5.28082 3.95136 4.37556
C 7.58577 1.14737 -2.69662
Cl 9.03800 1.87663 -3.39604
Cl 6.33682 0.84381 -3.90190
H 7.86139 0.20525 -2.23834
H 7.18172 1.82908 -1.95620
C -4.37366 -9.16117 -0.47046
Cl -5.48076 -9.97426 0.63959
Cl -2.68737 -9.32410 0.04097
H -4.47994 -9.60283 -1.45357
H -4.62220 -8.10692 -0.49726
C -1.31998 4.05489 -5.12383
Cl -2.58702 3.28534 -4.14814
Cl 0.26778 3.82346 -4.39100
H -1.32464 3.60644 -6.10987
H -1.52633 5.11482 -5.18857
C -2.24124 -8.71395 3.92222
Cl -3.35129 -9.53359 5.02884
Cl -0.55900 -8.86481 4.44911
H -2.33728 -9.15992 2.94022
H -2.49928 -7.66257 3.88886
C -4.24245 2.35655 -7.28015
Cl -2.96825 3.24430 -8.12819
Cl -5.60789 2.00094 -8.34505
H -3.83103 1.42080 -6.92088
H -4.59201 2.96724 -6.45554
C 11.45667 3.79066 -1.35896
Cl 12.63855 3.58365 -0.05739
Cl 10.01776 4.65575 -0.80829
H 11.91852 4.35918 -2.15834
H 11.16085 2.81161 -1.71176
C -8.81390 -6.60835 2.10168
Cl -7.71756 -7.54626 3.11823
Cl -7.92525 -5.43853 1.11569
H -9.33974 -7.28480 1.43892
H -9.51100 -6.07522 2.73789
C -0.61819 -11.11721 7.32549
Cl -0.70993 -10.60430 9.01964
Cl 0.77490 -12.16093 7.02708
H -1.52115 -11.66435 7.08449
H -0.52856 -10.23528 6.70455
C 11.09425 2.55730 3.09406
Cl 12.26984 2.34882 4.39938
Cl 9.67010 3.45795 3.63205
H 11.56601 3.10760 2.28992
H 10.77839 1.57755 2.75721
C -10.53280 -1.89608 4.64688
Cl -10.07526 -3.01195 3.35033
Cl -9.80177 -0.30375 4.42552
H -11.61006 -1.78447 4.65232
H -10.18474 -2.31426 5.58377
C 1.45700 -8.50007 11.09797
Cl 2.67317 -7.58976 10.19277
Cl 2.16493 -9.38737 12.45391
H 0.72614 -7.80234 11.48819
H 0.99200 -9.21080 10.42578
C 3.88006 -0.72115 5.12248
Cl 4.60974 -1.24871 6.64565
Cl 2.26962 -0.03803 5.36585
H 4.51263 0.04050 4.68407
H 3.79818 -1.57831 4.46526
C -6.24929 -1.20964 5.25561
Cl -6.40825 -0.36056 3.71711
Cl -6.81106 -2.88418 5.14464
H -5.20593 -1.21242 5.54615
H -6.85212 -0.69448 5.99412
C -2.95790 -0.51012 -10.09622
Cl -2.64112 -0.88514 -8.39690
Cl -2.64979 -1.89449 -11.14998
H -3.99778 -0.22233 -10.19340
H -2.30787 0.30399 -10.39268
C 2.44320 -1.20280 9.93848
Cl 0.74319 -1.66630 9.79504
Cl 2.63353 0.39008 10.68186
H 2.94949 -1.93458 10.55609
H 2.87747 -1.17514 8.94687
C 13.57082 1.86946 7.64682
Cl 15.08116 2.50085 8.31423
Cl 12.18312 2.23532 8.67670
H 13.40521 2.32563 6.67870
H 13.65774 0.79378 7.55433
C 13.52281 1.49880 -3.57769
Cl 12.19016 0.71156 -2.72457
Cl 15.05751 1.32963 -2.71762
H 13.62088 1.04374 -4.55549
H 13.29775 2.55465 -3.67322
C -3.16847 8.15090 -3.85420
Cl -3.33502 9.01910 -5.38614
Cl -3.50998 6.42617 -4.04263
H -2.15182 8.26926 -3.49961
H -3.87191 8.56457 -3.14217
C -4.83457 6.59460 -8.12407
Cl -5.95361 5.64439 -7.12942
Cl -3.18214 6.50497 -7.51596
H -4.85433 6.20592 -9.13417
H -5.14892 7.63100 -8.11006
C -5.92173 9.40687 -10.53430
Cl -6.12945 9.78944 -8.81788
Cl -4.45102 8.46998 -10.84016
H -6.77522 8.82644 -10.86279
H -5.85759 10.33633 -11.08614
C 18.49446 1.96218 -2.14835
Cl 18.58440 3.67764 -2.56371
Cl 19.92493 1.07165 -2.68108
H 18.41285 1.87208 -1.07193
H 17.62484 1.54094 -2.63778

The value obtained for the relative energy (zero: lowest compared OMol25 entry of this formula, charge and spin) is 0.0 kcal per mole. The frontier orbital gap is 8.10 eV. The calculation puts the maximum force at 0.027 Eh/bohr. For the LUMO energy, the calculation gives -0.015 Ha.

***

No. 2
# C39H68AlBeCaCl5N2O15P2SSi

C39H68AlBeCaCl5N2O15P2SSi as an isolated structure (ωB97M-V/def2-TZVPD, OMol25).

CARTESIAN COORDINATES (ANGSTROEM)
C -3.48029 1.48631 -1.72622
O -4.08939 0.32535 -2.40826
C -4.28518 -0.77345 -1.42995
C -4.71573 -2.20711 -2.09634
C -3.73675 -2.72416 -3.31564
C -2.42508 -3.60726 -2.76947
C -1.11606 -2.95971 -3.51085
C 0.33933 -3.46433 -2.85824
C 0.27034 -2.96272 -1.26333
N 1.54068 -2.98019 -0.52347
C 2.51326 -3.81978 -1.23488
C 2.40914 -5.47298 -0.97723
C 3.40437 -6.56773 -1.73292
C 4.58011 -6.09758 -2.80155
C 4.69581 -4.47403 -3.07916
C 3.67982 -3.40508 -2.32630
C 1.94437 -1.88832 0.35365
C 1.61444 -0.36445 -0.27258
C 2.11924 -0.20252 -1.85297
C 1.16124 0.98080 -2.54005
S 1.31080 0.69771 -4.42280
P 3.86282 -1.68428 0.65199
O 4.64227 -3.01283 0.92716
C 1.31084 -1.93900 1.92102
C -0.34596 -1.90232 1.88117
C -1.12697 -3.28904 2.19210
C -0.73585 -4.82307 1.76767
N -2.34609 -3.21474 2.88211
O 1.71295 -0.64461 2.49413
C 1.50039 -0.48530 3.91676
Si 1.17526 1.43465 4.19656
C 2.77021 2.50410 4.06026
C 0.22793 1.61791 5.88233
C -0.13688 1.92338 2.81862
P 2.08266 -3.28308 3.01402
O 3.49732 -2.90492 3.69122
O 1.10806 -3.78751 4.39659
O 2.44873 -4.79715 2.15654
H -4.09596 1.81879 -0.76278
H -3.32129 2.41396 -2.42727
H -2.40761 1.16764 -1.33910
H -5.20017 -0.42926 -0.74700
H -3.35525 -0.83717 -0.71233
H -4.85232 -3.00204 -1.23311
H -5.79561 -2.04355 -2.57186
H -3.29057 -1.73412 -3.81176
H -4.31169 -3.27364 -4.19286
H -2.62156 -4.70799 -3.15820
H -2.44772 -3.49935 -1.60467
H -1.12287 -1.78660 -3.56734
H -1.08913 -3.33989 -4.64183
H 1.15678 -2.91431 -3.48413
H 0.43230 -4.64205 -2.90960
H -0.45382 -3.77800 -0.77317
H -0.36216 -1.98097 -1.28746
H 1.60700 -5.95241 -0.24119
H 3.30831 -7.74429 -1.55673
H 5.31291 -6.83023 -3.35331
H 5.52082 -4.09231 -3.81973
H 3.82529 -2.27546 -2.58605
H 2.26223 0.48168 0.26826
H 0.47334 -0.11560 -0.28053
H 3.23475 0.16872 -1.88102
H 1.96395 -1.15288 -2.50379
H 1.53622 2.06576 -2.27274
H 0.01742 0.81817 -2.24140
H 1.86749 -0.59679 -4.63623
H 4.42021 -1.13419 -0.59264
H 4.17540 -0.71994 1.67155
H -0.76296 -1.51775 0.82798
H -0.81129 -1.09252 2.62814
H 0.12542 -4.92437 0.98416
H -1.68484 -5.46163 1.42552
H -0.35023 -5.36553 2.75556
H -2.58937 -2.23013 3.10519
H 2.40127 -0.73407 4.62065
H 0.54233 -1.00323 4.36583
H 3.61698 2.05012 3.39118
H 3.11750 2.76658 5.16324
H 2.43185 3.54914 3.59222
H -0.26074 0.55381 6.10522
H 1.00096 1.88482 6.72120
H -0.61630 2.45124 5.74709
H -0.70163 2.92155 3.10031
H -0.95546 1.08152 2.78009
H 0.36014 2.04884 1.76413
H 0.34446 -3.16093 4.55204
H 3.33669 -5.16062 2.49477
Cl -5.28121 -4.78431 -0.45179
C -7.80955 -1.02797 -4.96453
C -7.77942 -2.46546 -5.44101
O -7.57230 -3.33728 -4.33950
H -6.87086 -0.76884 -4.46393
H -7.96391 -0.34251 -5.80254
H -8.61159 -0.87861 -4.23431
H -6.96306 -2.61551 -6.15363
H -8.71955 -2.73616 -5.93124
H -8.30690 -3.20233 -3.71662
Al 1.59931 2.62872 8.38781
C 2.66969 5.53293 11.09794
O 3.25468 6.35700 11.78386
O 3.19873 4.81209 10.24410
O 1.45814 5.29234 11.15158
Ca 4.66731 3.98444 3.33346
Cl 1.39541 6.32684 -5.05343
C 2.79215 5.43350 -5.70533
C 3.26148 4.33623 -4.76353
Cl 4.00129 4.99267 -3.28212
H 3.58882 6.15454 -5.91389
H 2.47202 4.99629 -6.65572
H 4.02554 3.72636 -5.25503
H 2.43833 3.67794 -4.46915
C 1.67291 9.40881 5.93314
C 0.97747 9.32196 7.08006
C 1.21329 8.01657 7.83378
O 0.73458 7.75571 8.94206
C 2.06978 6.98163 7.19691
C 2.75515 7.06346 6.04287
C 2.60378 8.41105 5.34225
O 3.20125 8.73017 4.30964
O 3.48639 6.17917 5.49972
O 0.18408 10.17586 7.58263
H 1.57851 10.30625 5.33195
H 2.12341 6.06356 7.77063
O 7.36494 -4.69314 -5.34384
H 8.31158 -4.61743 -5.15096
H 7.14581 -5.60173 -5.08802
Be -2.52546 -2.85188 -0.15169
Cl -3.91618 4.11726 -6.22431
C -5.26878 3.64705 -5.16447
C -5.34870 2.14134 -4.97036
Cl -5.83864 1.29649 -6.45999
H -6.19202 4.04822 -5.59432
H -5.10094 4.13794 -4.20127
H -6.09959 1.90395 -4.21069
H -4.39077 1.72537 -4.64337

Its total charge is +2. The frontier orbital gap is 1.17 eV. The calculation puts the maximum force at 0.179 Eh/bohr. For the LUMO energy, the calculation gives -0.323 Ha.